Here is 3 unconnected molecules or ions with the total composition C33H40BNO6 in a non-equilibrium geometry from OMol25. Energies are from ωB97M-V/def2-TZVPD.

The geometry in XYZ format:
```
81
Properties=species:S:1:pos:R:3:forces:R:3
C 5.622 0.426 0.701 0.9 -0.4 0.2
C 6.319 -0.258 -0.532 0.4 -0.2 -0.7
C 5.298 -0.831 -1.580 1.5 0.8 0.8
O 4.843 -0.087 -2.403 -0.6 -0.8 0.2
O 5.038 -2.191 -1.487 -0.5 1.3 0.7
C 3.627 -2.474 -1.438 -0.9 -1.1 -0.8
C 3.036 -2.524 0.021 0.2 0.7 -0.2
C 1.711 -1.734 0.214 -2.1 0.9 0.8
C 1.295 -0.641 -0.654 -0.7 -0.3 0.7
C 0.070 0.077 -0.417 -0.5 -0.6 1.2
C -0.835 -0.274 0.688 1.5 -0.3 -0.5
C -0.456 -1.352 1.570 1.0 0.7 -1.8
C 0.817 -2.062 1.348 -0.7 0.8 -0.5
B 1.138 -3.214 2.446 0.1 0.2 0.0
N 2.524 -3.456 2.934 -1.4 0.6 -0.6
O 0.050 -3.957 2.947 0.7 1.2 0.0
C -2.138 0.574 0.854 1.2 0.5 -0.8
O -3.185 0.097 1.208 0.4 0.3 0.3
C -1.971 2.082 0.488 0.5 -0.7 -0.2
C -1.124 2.411 -0.516 0.3 -0.4 0.2
O -0.863 3.705 -0.909 0.0 -1.2 0.3
C 0.532 4.030 -0.792 1.3 1.0 0.3
C 1.075 4.074 0.692 0.4 -0.1 0.1
C 2.146 2.940 1.005 0.1 0.8 0.6
C 1.706 5.509 0.962 -0.3 0.1 0.4
C 1.717 5.856 2.518 0.1 -0.1 -1.6
C 3.141 5.695 0.318 -0.4 0.8 0.1
C -0.375 1.277 -1.306 0.2 -0.4 1.4
O -0.167 1.340 -2.488 0.3 0.3 0.4
H 4.750 1.059 0.420 0.6 -0.6 0.2
H 6.395 1.084 1.182 -0.8 -0.5 -0.4
H 5.362 -0.354 1.459 -0.1 0.7 -0.6
H 7.064 -1.050 -0.248 -0.9 0.7 0.0
H 6.915 0.532 -1.066 -0.7 -0.8 0.3
H 3.086 -1.792 -2.137 0.5 -0.4 0.7
H 3.501 -3.505 -1.870 0.3 1.0 0.3
H 2.909 -3.601 0.294 0.0 1.0 -0.1
H 3.779 -2.087 0.745 -0.5 -0.5 -0.8
H 1.902 -0.311 -1.534 -0.6 -0.4 0.9
H -1.146 -1.619 2.404 0.8 0.1 -0.8
H 2.903 -4.240 2.400 0.3 0.1 0.7
H 3.088 -2.613 2.795 0.0 -0.7 -0.2
H -0.127 -3.684 3.866 0.2 -0.7 -0.4
H -2.518 2.848 1.076 0.3 -0.7 -0.6
H 1.214 3.386 -1.403 -0.9 0.2 0.3
H 0.640 5.069 -1.206 -0.4 -1.1 0.2
H 0.233 3.896 1.418 0.5 0.4 -0.8
H 2.722 2.628 0.100 -0.6 0.1 0.6
H 1.702 2.064 1.540 0.3 0.6 -0.8
H 2.897 3.387 1.718 -0.6 -0.6 -0.6
H 1.046 6.299 0.502 0.4 -0.9 0.4
H 0.641 5.936 2.818 1.1 0.0 0.2
H 2.252 6.840 2.600 -0.6 -0.9 0.3
H 2.272 5.062 3.074 -0.5 0.7 -0.2
H 3.847 5.958 1.150 -0.3 -0.6 -0.9
H 3.493 4.839 -0.302 -0.2 0.5 0.7
H 3.126 6.591 -0.363 0.0 -0.8 0.6
C -5.002 -3.707 0.858 -0.1 0.0 0.0
C -5.229 -2.464 1.438 0.0 0.0 0.0
C -6.322 -2.278 2.276 0.0 -0.1 0.0
C -7.191 -3.333 2.529 0.0 0.0 0.0
C -6.969 -4.572 1.942 0.0 0.0 0.0
C -5.874 -4.760 1.107 0.0 0.0 0.0
H -4.145 -3.854 0.210 0.0 0.0 0.0
H -4.553 -1.641 1.239 -0.1 -0.1 0.0
H -6.498 -1.310 2.731 0.0 0.0 0.0
H -8.043 -3.189 3.184 0.0 0.0 0.0
H -7.650 -5.394 2.135 0.0 0.0 0.0
H -5.699 -5.728 0.651 0.0 0.0 0.0
C -3.797 -0.755 -2.774 0.0 0.0 -0.1
C -4.629 -1.680 -3.393 0.0 0.0 0.0
C -4.277 -2.215 -4.626 0.0 0.0 0.0
C -3.095 -1.821 -5.243 0.0 0.0 0.0
C -2.268 -0.888 -4.628 0.0 0.0 0.0
C -2.618 -0.356 -3.394 -0.1 0.0 0.1
H -4.069 -0.342 -1.809 0.0 0.0 0.0
H -5.551 -1.986 -2.913 0.0 0.0 0.0
H -4.923 -2.940 -5.108 0.0 0.0 0.0
H -2.819 -2.240 -6.204 0.0 0.0 0.0
H -1.349 -0.576 -5.111 0.0 0.0 0.0
H -1.971 0.369 -2.914 -0.3 -0.2 -0.3
```
Positions in Å, forces in eV/Å.

Computed properties:
Largest force on an atom in eV/A: 2.45
LUMO energy in eV: -1.1
SMILES: CCC(=O)OCCc1cc2c(cc1B(N)O)C(=O)C=C(OC[C@@H](C)C(C)C)C2=O.c1ccccc1.c1ccccc1
Spin multiplicity: 1
Gap between HOMO and LUMO in eV: 7.949
Highest occupied orbital energy in eV: -9.02

Just the Löwdin charges please, in e? Sure, here they are:
1 C -0.09
2 C -0.14
3 C -0.46
4 O 0.12
5 O -0.03
6 C -0.16
7 C -0.10
8 C -0.11
9 C 0.05
10 C -0.05
11 C -0.05
12 C 0.05
13 C -0.02
14 B -0.50
15 N 0.13
16 O 0.10
17 C -0.30
18 O 0.09
19 C 0.10
20 C -0.19
21 O -0.04
22 C -0.14
23 C -0.28
24 C -0.07
25 C -0.39
26 C -0.08
27 C -0.08
28 C -0.27
29 O 0.12
30 H 0.07
31 H 0.08
32 H 0.07
33 H 0.12
34 H 0.12
35 H 0.11
36 H 0.14
37 H 0.11
38 H 0.11
39 H 0.12
40 H 0.13
41 H 0.08
42 H 0.06
43 H 0.11
44 H 0.14
45 H 0.13
46 H 0.14
47 H 0.14
48 H 0.07
49 H 0.08
50 H 0.08
51 H 0.13
52 H 0.08
53 H 0.08
54 H 0.07
55 H 0.08
56 H 0.07
57 H 0.08
58 C -0.09
59 C -0.09
60 C -0.09
61 C -0.10
62 C -0.10
63 C -0.10
64 H 0.10
65 H 0.07
66 H 0.10
67 H 0.10
68 H 0.10
69 H 0.10
70 C -0.08
71 C -0.10
72 C -0.10
73 C -0.10
74 C -0.09
75 C -0.08
76 H 0.10
77 H 0.10
78 H 0.10
79 H 0.10
80 H 0.10
81 H 0.07

=====

Here is 2 unconnected molecules or ions with the total composition C10H17BrSi in a non-equilibrium geometry from OMol25. Energies are from ωB97M-V/def2-TZVPD.

The geometry in XYZ format:
```
29
Properties=species:S:1:pos:R:3:forces:R:3
C 1.753 -3.703 -1.500 -1.3 -2.3 1.1
C 1.002 -3.229 -0.496 3.3 2.8 -0.6
Si 1.348 -1.550 0.383 -1.2 -0.6 -2.3
Br 3.519 -1.027 0.384 -0.2 0.0 -0.1
C 0.149 -0.260 -0.511 4.9 0.5 1.4
C -1.239 -0.622 -0.555 -3.2 -2.8 -0.9
C -2.203 0.511 -0.888 -2.0 -0.8 -1.8
C -1.930 1.595 0.093 -2.3 3.0 0.2
C -0.550 2.093 -0.161 1.5 1.5 0.4
C 0.385 1.041 0.354 -1.2 -1.6 1.0
H 1.490 -4.684 -1.976 0.1 1.1 0.1
H 2.767 -3.406 -1.643 0.4 0.6 -0.3
H 0.059 -3.478 -0.179 -2.3 -1.5 0.1
H 0.906 -1.679 1.719 -0.2 0.0 1.4
H 0.646 -0.235 -1.512 -0.6 0.6 0.5
H -1.602 -0.951 0.435 0.3 -0.3 -0.1
H -1.386 -1.512 -1.271 0.1 1.2 1.0
H -3.319 0.192 -0.944 1.8 0.1 0.7
H -2.078 0.849 -1.953 0.3 0.1 0.9
H -2.695 2.467 -0.014 1.1 -1.5 0.2
H -1.991 1.246 1.152 -0.2 0.1 -0.7
H -0.273 2.193 -1.214 -0.6 -0.2 -0.3
H -0.240 3.116 0.179 -0.8 -0.8 0.5
H 1.343 1.431 0.262 2.2 0.2 -0.2
H 0.237 0.778 1.496 0.0 0.6 -2.1
C 3.654 2.890 -2.154 1.8 -3.0 1.8
C 4.214 2.000 -1.539 -1.6 2.3 -1.0
H 3.710 3.555 -2.917 -0.7 1.9 -1.8
H 4.658 1.460 -0.781 0.5 -1.2 0.9
```
Positions in Å, forces in eV/Å.

Computed properties:
Largest force on an atom in eV/A: 5.13
LUMO energy in eV: 0.7
SMILES: C=C[Si@@H](Br)C1CCCCC1.C#C
Spin multiplicity: 1
Gap between HOMO and LUMO in eV: 9.858
Highest occupied orbital energy in eV: -9.15

Just the Löwdin charges please, in e? Sure, here they are:
1 C -0.07
2 C -0.28
3 Si 0.30
4 Br 0.37
5 C -0.42
6 C -0.28
7 C -0.23
8 C -0.24
9 C -0.25
10 C -0.25
11 H 0.07
12 H 0.02
13 H 0.01
14 H -0.04
15 H 0.13
16 H 0.12
17 H 0.14
18 H 0.14
19 H 0.12
20 H 0.14
21 H 0.12
22 H 0.12
23 H 0.13
24 H 0.06
25 H 0.14
26 C 0.01
27 C 0.00
28 H -0.02
29 H -0.04

=====

Here is 2 unconnected molecules or ions with the total composition C5H13NS2 in a non-equilibrium geometry from OMol25. Energies are from ωB97M-V/def2-TZVPD.

The geometry in XYZ format:
```
21
Properties=species:S:1:pos:R:3:forces:R:3
C -0.270 -3.083 -1.260 -1.0 0.8 1.5
C 0.599 -2.552 -0.379 1.4 -0.6 -1.2
N 0.375 -1.509 0.507 0.3 -0.4 0.1
C 1.428 -0.505 0.584 0.8 -0.1 -0.4
H -1.342 -2.779 -1.165 1.0 -0.3 -0.5
H 0.000 -3.882 -1.916 0.1 -0.3 -0.1
H 1.683 -2.930 -0.402 -1.7 0.7 0.2
H -0.548 -1.113 0.441 -0.1 0.1 -0.1
H 1.618 -0.167 1.616 -0.2 0.0 -0.4
H 2.368 -0.981 0.223 -0.5 0.4 0.3
H 1.243 0.364 -0.080 0.1 -0.5 0.5
C -1.483 1.503 2.219 -0.1 0.6 0.2
S -1.675 1.581 0.384 -0.2 -0.2 0.8
S 0.017 2.699 -0.077 -0.2 0.3 -0.2
C 0.062 2.276 -1.856 0.3 1.1 -0.2
H -0.419 1.267 2.453 -0.9 0.1 0.0
H -1.799 2.484 2.679 0.5 -1.0 -0.5
H -2.172 0.724 2.620 0.6 0.4 -0.5
H -0.314 3.120 -2.496 0.1 -1.0 0.7
H 1.116 2.129 -2.097 -0.1 -0.1 -0.1
H -0.487 1.354 -1.997 -0.1 -0.1 -0.2
```
Positions in Å, forces in eV/Å.

Computed properties:
Largest force on an atom in eV/A: 1.97
LUMO energy in eV: 0.4
SMILES: C=CNC.CSSC
Spin multiplicity: 1
Gap between HOMO and LUMO in eV: 8.306
Highest occupied orbital energy in eV: -7.87

Just the Löwdin charges please, in e? Sure, here they are:
1 C -0.03
2 C -0.28
3 N -0.10
4 C -0.13
5 H 0.06
6 H 0.02
7 H 0.13
8 H 0.07
9 H 0.07
10 H 0.08
11 H 0.02
12 C -0.46
13 S 0.42
14 S 0.42
15 C -0.47
16 H 0.02
17 H 0.04
18 H 0.04
19 H 0.05
20 H 0.02
21 H 0.01

=====

- The highest largest force on an atom belongs to which entry?
  C10H17BrSi

=====

Copy entry 2 word for word.
Here is 2 unconnected molecules or ions with the total composition C10H17BrSi in a non-equilibrium geometry from OMol25. Energies are from ωB97M-V/def2-TZVPD.

The geometry in XYZ format:
```
29
Properties=species:S:1:pos:R:3:forces:R:3
C 1.753 -3.703 -1.500 -1.3 -2.3 1.1
C 1.002 -3.229 -0.496 3.3 2.8 -0.6
Si 1.348 -1.550 0.383 -1.2 -0.6 -2.3
Br 3.519 -1.027 0.384 -0.2 0.0 -0.1
C 0.149 -0.260 -0.511 4.9 0.5 1.4
C -1.239 -0.622 -0.555 -3.2 -2.8 -0.9
C -2.203 0.511 -0.888 -2.0 -0.8 -1.8
C -1.930 1.595 0.093 -2.3 3.0 0.2
C -0.550 2.093 -0.161 1.5 1.5 0.4
C 0.385 1.041 0.354 -1.2 -1.6 1.0
H 1.490 -4.684 -1.976 0.1 1.1 0.1
H 2.767 -3.406 -1.643 0.4 0.6 -0.3
H 0.059 -3.478 -0.179 -2.3 -1.5 0.1
H 0.906 -1.679 1.719 -0.2 0.0 1.4
H 0.646 -0.235 -1.512 -0.6 0.6 0.5
H -1.602 -0.951 0.435 0.3 -0.3 -0.1
H -1.386 -1.512 -1.271 0.1 1.2 1.0
H -3.319 0.192 -0.944 1.8 0.1 0.7
H -2.078 0.849 -1.953 0.3 0.1 0.9
H -2.695 2.467 -0.014 1.1 -1.5 0.2
H -1.991 1.246 1.152 -0.2 0.1 -0.7
H -0.273 2.193 -1.214 -0.6 -0.2 -0.3
H -0.240 3.116 0.179 -0.8 -0.8 0.5
H 1.343 1.431 0.262 2.2 0.2 -0.2
H 0.237 0.778 1.496 0.0 0.6 -2.1
C 3.654 2.890 -2.154 1.8 -3.0 1.8
C 4.214 2.000 -1.539 -1.6 2.3 -1.0
H 3.710 3.555 -2.917 -0.7 1.9 -1.8
H 4.658 1.460 -0.781 0.5 -1.2 0.9
```
Positions in Å, forces in eV/Å.

Computed properties:
Largest force on an atom in eV/A: 5.13
LUMO energy in eV: 0.7
SMILES: C=C[Si@@H](Br)C1CCCCC1.C#C
Spin multiplicity: 1
Gap between HOMO and LUMO in eV: 9.858
Highest occupied orbital energy in eV: -9.15

Just the Löwdin charges please, in e? Sure, here they are:
1 C -0.07
2 C -0.28
3 Si 0.30
4 Br 0.37
5 C -0.42
6 C -0.28
7 C -0.23
8 C -0.24
9 C -0.25
10 C -0.25
11 H 0.07
12 H 0.02
13 H 0.01
14 H -0.04
15 H 0.13
16 H 0.12
17 H 0.14
18 H 0.14
19 H 0.12
20 H 0.14
21 H 0.12
22 H 0.12
23 H 0.13
24 H 0.06
25 H 0.14
26 C 0.01
27 C 0.00
28 H -0.02
29 H -0.04

=====

- Among the records above, which one has the lowest largest force on an atom?
  C5H13NS2